No. 1
80
Properties=species:S:1:pos:R:3:lowdin_charge:R:1 method="wB97M-V/def2-TZVPD" homo_lumo_gap_ha=0.1705 lumo_ha=0.1702 charge=-2 e_tot_ha=-1821.137390
C -4.64683 3.37212 2.42309 -0.060
C -4.60413 2.59868 1.11473 -0.288
C -5.57094 2.83541 0.15540 -0.077
C -5.49433 2.09430 -1.00835 -0.063
C -4.49154 1.18633 -1.24942 -0.149
C -4.55453 0.43587 -2.57143 -0.345
C -4.83388 -1.08894 -2.39438 -0.059
C -3.36679 0.70810 -3.53149 -0.065
C -3.48357 0.98258 -0.29524 -0.262
O -2.46033 0.11911 -0.51313 -0.138
C -1.25616 0.87666 -0.95718 -0.255
Nb 0.77027 -0.11364 -0.52115 1.854
N 1.42809 0.82899 -2.31222 -0.205
C 0.03735 -1.01674 1.41866 -0.320
C -0.90691 -0.11503 2.27438 -0.317
C -0.48366 -0.06619 3.75694 -0.211
C -0.92751 -1.29177 4.61278 -0.292
N -1.33432 -2.47056 3.83477 -0.016
C 0.31078 -1.94647 -1.81696 -0.256
C 0.34307 -3.37654 -1.27009 -0.382
O -0.83422 -3.78962 -0.57740 -0.025
C 1.60918 -3.89054 -0.58158 -0.561
F 2.70605 -3.76161 -1.34105 0.135
F 1.81477 -3.50054 0.66624 0.158
F 1.45009 -5.28016 -0.48545 0.044
O 2.67305 -0.74265 0.01890 -0.381
C 3.64817 -0.77440 -0.97935 -0.367
C 4.57649 0.46339 -0.96735 -0.319
C 5.50064 0.38589 -2.20188 -0.090
C 5.38468 0.40423 0.37978 -0.348
C 4.77590 1.40071 1.43986 -0.058
C 6.88045 0.82647 0.21211 -0.113
C 1.31748 1.86289 0.49619 -0.803
O 1.36312 2.92942 -0.19971 -0.210
O 1.54698 1.89315 1.73545 -0.146
C -3.59713 1.69438 0.88354 0.033
H -4.27837 2.72000 3.22552 0.073
H -5.67360 3.65837 2.67696 0.063
H -3.98887 4.24901 2.40140 0.079
H -6.34438 3.57723 0.34150 0.096
H -6.26170 2.25915 -1.76613 0.101
H -5.43471 0.80515 -3.11811 0.105
H -5.24685 -1.27247 -1.39877 0.077
H -3.96776 -1.70995 -2.63621 0.067
H -5.62847 -1.37971 -3.10132 0.060
H -3.67391 0.74613 -4.58403 0.066
H -2.86099 1.63654 -3.25655 0.077
H -2.63677 -0.10336 -3.42952 0.063
H -1.30138 1.90838 -0.58547 0.059
H -1.28484 0.95450 -2.04914 0.009
H 1.67057 0.17314 -3.04931 -0.056
H 2.15150 1.52051 -2.15072 -0.045
H -0.43671 -2.00661 1.32783 0.020
H 0.95533 -1.17546 2.01531 0.038
H -0.86598 0.90990 1.89825 0.056
H -1.91871 -0.53744 2.23451 0.088
H -0.97436 0.81746 4.19686 0.093
H 0.60242 0.03760 3.84133 0.094
H -0.09417 -1.52851 5.30282 0.085
H -1.78249 -1.03099 5.25451 0.089
H -1.81626 -3.12787 4.43687 0.044
H -0.52824 -2.92680 3.42386 0.058
H 0.98826 -1.91924 -2.69069 0.030
H -0.69412 -1.79899 -2.25095 0.040
H 0.31416 -4.02026 -2.17463 0.133
H -1.16806 -4.58532 -0.99285 0.081
H 3.30103 -1.04167 -1.99042 0.080
H 4.33921 -1.60647 -0.70429 0.108
H 4.02505 1.41026 -0.95804 0.122
H 4.93366 0.21690 -3.12666 0.069
H 6.16412 -0.48147 -2.06601 0.074
H 6.10583 1.28829 -2.32760 0.060
H 5.35023 -0.59055 0.83578 0.119
H 5.44291 2.26338 1.56954 0.061
H 4.59663 0.85863 2.37098 0.076
H 3.82811 1.79260 1.06151 0.042
H 6.98096 1.70045 -0.43614 0.065
H 7.46876 -0.03755 -0.12099 0.061
H 7.23862 1.12882 1.20553 0.059
H -2.88546 1.57506 1.69570 0.113

***

No. 2
74
Properties=species:S:1:pos:R:3:lowdin_spin:R:1 method="wB97M-V/def2-TZVPD" homo_lumo_gap_ha="0.2540 / 0.1202" lumo_ha="-0.2021 / -0.3690" charge=+2 de_lowest_ev=0.000 e_tot_ha=-1930.688504 spin_multiplicity=5
Pt -0.80181 -1.68750 -3.42530 0.467
C 0.34304 -0.51877 0.32520 0.181
C -0.64959 -1.22219 -0.33382 0.300
C 1.42472 -1.55833 -1.43834 0.287
C 1.59119 -0.68733 -0.39185 0.186
C -0.02764 -2.02109 -1.46177 0.167
C 0.18965 0.24387 1.58005 0.024
H -0.86570 0.28712 1.89294 0.000
H 0.55625 1.27766 1.39384 0.009
H 0.78161 -0.19579 2.40525 0.007
C 2.90225 -0.10603 0.00000 0.023
H 2.80210 0.56485 0.86217 0.000
H 3.28675 0.46486 -0.86048 0.008
H 3.64074 -0.88893 0.24784 0.009
C 2.48975 -2.23144 -2.20144 0.046
H 3.00107 -2.97250 -1.56882 0.017
H 3.24710 -1.51101 -2.52626 0.008
H 2.07558 -2.74772 -3.06854 0.006
C -0.06498 -3.47675 -1.06212 0.037
H 0.85479 -3.70456 -0.48560 0.005
H -0.12330 -4.18324 -1.90210 0.004
H -0.92789 -3.62408 -0.40007 0.005
C -2.00493 -1.43510 0.19449 0.048
H -1.97491 -1.79348 1.23631 0.014
H -2.58735 -2.15295 -0.39229 0.001
H -2.54818 -0.48339 0.20760 0.015
C -2.46552 2.48377 -1.12752 0.354
C -2.43150 2.72641 0.18554 0.339
C -3.56843 2.94536 1.09798 0.062
C -4.98812 2.45197 0.62267 0.006
C -4.98196 0.98163 0.34775 0.028
C -4.78299 0.34437 -0.80880 0.035
C -4.11927 0.86061 -2.05076 0.051
C -3.65121 2.32234 -2.05567 0.054
H -3.65422 4.01005 1.37527 0.023
H -5.29570 3.05357 -0.23802 0.003
H -3.40523 2.41687 2.04800 0.017
H -4.48079 3.00722 -1.83922 0.006
H -1.50942 2.19979 -1.60977 0.014
H -1.46368 2.87489 0.65653 0.013
H -3.28007 2.55481 -3.06761 0.004
H -3.20903 0.27986 -2.28522 0.016
H -5.15365 -0.68348 -0.90223 0.002
H -4.82644 0.69575 -2.86615 0.001
H -5.69923 2.63817 1.45043 -0.001
H -5.32447 0.41594 1.22516 0.001
P -1.89146 -0.58632 -5.04627 0.132
P -1.14337 -3.28817 -4.80622 0.147
C -2.50711 -1.71157 -6.45256 0.003
C -1.48542 -2.79178 -6.58561 0.015
H -2.57680 -1.09589 -7.35297 0.001
H -3.49749 -2.11129 -6.18683 0.000
H -1.82973 -3.67733 -7.13814 0.002
H -0.53709 -2.45386 -7.04144 0.001
C -0.30139 -4.82372 -5.25432 0.049
H -0.09421 -5.38350 -4.34301 0.000
H 0.62881 -4.56392 -5.76684 0.000
H -0.94349 -5.40568 -5.93536 0.009
C -2.81234 -3.82712 -4.26087 0.011
H -3.28823 -4.40660 -5.05167 0.002
H -3.44791 -2.98491 -3.97392 0.000
H -2.65948 -4.44822 -3.37601 0.001
C -0.75769 0.33274 -6.16411 0.012
H -0.41467 1.21284 -5.61603 0.002
H -1.34967 0.63918 -7.03857 0.002
H 0.08933 -0.27902 -6.48839 0.000
C -3.36213 0.50568 -5.27433 0.041
H -4.27627 0.03691 -4.89523 0.000
H -3.49857 0.68153 -6.35194 0.006
H -3.20041 1.46731 -4.78557 0.000
O 0.76902 2.80826 0.31411 0.051
C 1.23028 2.74064 -0.86404 0.053
O 0.89829 1.98662 -1.81509 0.524
H 2.03605 3.46421 -1.07434 0.032

***

The highest charge belongs to which entry? C25H44O2P2Pt